Entry 1:
Formula: C46H106N4O14
Source: the OMol25 dataset
Level of theory: ωB97M-V with the def2-TZVPD basis set

The geometry in XYZ format:
```
170
Properties=species:S:1:pos:R:3
C 3.423 -16.395 -20.643
C 4.929 -16.336 -20.370
C 5.398 -17.765 -20.027
C 5.481 -15.785 -21.686
C 6.977 -15.494 -21.644
C 7.175 -14.411 -20.582
C 6.504 -14.602 -19.186
C 7.478 -15.450 -18.316
C 6.416 -13.178 -18.620
N 5.231 -15.277 -19.391
O 4.483 -15.412 -18.208
H 2.894 -16.811 -19.785
H 2.973 -15.464 -20.981
H 3.297 -17.070 -21.493
H 4.790 -18.159 -19.214
H 5.293 -18.389 -20.918
H 6.472 -17.809 -19.838
H 5.337 -16.465 -22.533
H 4.932 -14.879 -21.940
H 7.629 -16.338 -21.392
H 7.378 -15.192 -22.614
H 6.935 -13.440 -21.020
H 8.256 -14.435 -20.405
H 7.364 -16.511 -18.559
H 7.129 -15.357 -17.283
H 8.546 -15.254 -18.393
H 6.259 -13.172 -17.541
H 5.705 -12.570 -19.176
H 7.385 -12.681 -18.722
H 4.922 -16.071 -17.644
C 12.071 -16.488 -30.943
C 12.991 -15.770 -29.954
C 14.451 -15.717 -30.534
C 12.476 -14.341 -29.865
C 13.247 -13.541 -28.805
C 13.100 -14.243 -27.447
C 13.498 -15.735 -27.423
C 15.017 -15.799 -27.189
C 12.763 -16.417 -26.267
N 13.038 -16.409 -28.643
O 13.297 -17.789 -28.728
H 11.047 -16.462 -30.562
H 12.030 -15.879 -31.845
H 12.384 -17.512 -31.134
H 14.980 -16.576 -30.121
H 14.541 -15.846 -31.621
H 14.958 -14.758 -30.440
H 12.550 -13.788 -30.802
H 11.439 -14.299 -29.520
H 14.309 -13.411 -29.022
H 12.861 -12.529 -28.664
H 12.056 -14.138 -27.148
H 13.757 -13.668 -26.793
H 15.579 -15.339 -28.008
H 15.496 -16.774 -27.058
H 15.278 -15.215 -26.305
H 12.737 -17.501 -26.179
H 11.749 -16.018 -26.182
H 13.193 -16.092 -25.308
H 14.266 -17.840 -28.622
C 16.091 -15.393 -21.148
C 16.995 -16.258 -22.115
C 16.549 -15.710 -23.472
C 18.466 -15.996 -21.806
C 19.023 -16.813 -20.678
C 18.753 -18.285 -20.848
C 17.266 -18.586 -21.050
C 17.062 -20.010 -21.533
C 16.531 -18.412 -19.688
N 16.672 -17.687 -22.080
O 15.367 -17.963 -22.477
H 15.044 -15.457 -21.468
H 16.037 -15.729 -20.109
H 16.323 -14.329 -21.158
H 15.526 -15.912 -23.787
H 16.724 -14.636 -23.536
H 17.107 -16.248 -24.248
H 19.064 -16.170 -22.712
H 18.665 -14.923 -21.722
H 20.104 -16.642 -20.639
H 18.670 -16.487 -19.693
H 19.110 -18.926 -20.042
H 19.318 -18.590 -21.738
H 17.470 -20.132 -22.541
H 16.030 -20.320 -21.699
H 17.556 -20.726 -20.874
H 15.476 -18.668 -19.821
H 16.573 -17.401 -19.294
H 16.932 -19.160 -19.002
H 14.797 -17.420 -21.903
C 10.296 -20.362 -26.511
C 10.603 -21.773 -26.024
C 11.280 -21.627 -24.635
C 9.282 -22.533 -25.749
C 9.377 -24.030 -25.440
C 10.296 -24.720 -26.454
C 11.570 -23.981 -26.976
C 12.805 -24.386 -26.202
C 11.661 -24.456 -28.441
N 11.410 -22.525 -26.947
O 12.563 -21.858 -27.415
H 9.495 -19.900 -25.932
H 11.202 -19.762 -26.405
H 10.000 -20.279 -27.559
H 12.291 -21.219 -24.735
H 10.626 -21.034 -23.994
H 11.430 -22.580 -24.122
H 8.735 -22.009 -24.964
H 8.744 -22.425 -26.699
H 9.666 -24.200 -24.399
H 8.392 -24.500 -25.487
H 9.710 -25.099 -27.287
H 10.640 -25.603 -25.906
H 13.768 -24.099 -26.626
H 12.904 -25.462 -26.041
H 12.758 -23.949 -25.199
H 10.772 -24.238 -29.043
H 11.705 -25.541 -28.567
H 12.453 -23.945 -28.992
H 13.173 -21.882 -26.654
O 7.763 -19.986 -23.342
C 6.826 -19.689 -24.356
C 5.578 -20.544 -24.237
O 4.833 -20.271 -23.051
H 8.161 -19.209 -22.924
H 6.536 -18.633 -24.402
H 7.339 -19.883 -25.305
H 5.913 -21.581 -24.126
H 5.037 -20.467 -25.178
H 5.338 -20.694 -22.350
O 12.845 -16.206 -15.365
C 12.334 -15.484 -16.478
C 13.117 -15.508 -17.798
O 13.340 -16.786 -18.337
H 13.739 -15.863 -15.242
H 11.333 -15.861 -16.712
H 12.193 -14.449 -16.148
H 14.108 -15.121 -17.549
H 12.596 -14.815 -18.463
H 12.593 -17.393 -18.289
O 11.358 -21.473 -17.457
C 10.917 -20.122 -17.628
C 10.162 -20.050 -18.971
O 9.796 -18.689 -19.167
H 11.355 -21.655 -16.514
H 10.161 -19.948 -16.858
H 11.756 -19.433 -17.682
H 9.351 -20.773 -19.092
H 10.839 -20.315 -19.789
H 9.126 -18.427 -18.526
O 13.829 -22.012 -22.538
C 13.056 -21.236 -21.602
C 13.678 -21.477 -20.231
O 13.213 -22.658 -19.573
H 14.180 -22.754 -22.037
H 13.082 -20.201 -21.942
H 12.001 -21.544 -21.612
H 13.543 -20.617 -19.559
H 14.761 -21.597 -20.275
H 12.302 -22.463 -19.319
O 12.254 -17.721 -20.936
C 11.870 -17.366 -22.264
C 10.931 -18.416 -22.767
O 9.646 -18.132 -22.190
H 12.535 -16.971 -20.401
H 11.357 -16.400 -22.278
H 12.780 -17.180 -22.849
H 11.302 -19.432 -22.638
H 10.824 -18.309 -23.849
H 9.727 -18.189 -21.221
```

## Properties
Total energy (eV): -84037.6226
E_HOMO (eV): -7.7
Structure (SMILES): CC1(C)CCCC(C)(C)N1O.CC1(C)CCCC(C)(C)N1O.CC1(C)CCCC(C)(C)N1O.CC1(C)CCCC(C)(C)N1O.OCCO.OCCO.OCCO.OCCO.OCCO
HOMO-LUMO gap (Eh): 0.2867
Charge: 0
Energy above the lowest of the compared OMol25 structures with the same formula, charge and spin (kJ/mol): 246.03


Entry 2:
Formula: C22H21F6
Source: the OMol25 dataset
Level of theory: ωB97M-V with the def2-TZVPD basis set

The geometry in XYZ format:
```
49
Properties=species:S:1:pos:R:3
C -1.595 -1.581 2.436
C -1.134 -0.368 2.082
C -1.824 0.888 2.554
C 0.128 -0.232 1.245
C 1.385 -0.087 2.090
C 2.064 -1.339 2.583
C 1.847 1.129 2.429
H -1.094 -2.497 2.121
H -2.495 -1.674 3.044
H -1.348 1.791 2.153
H -2.885 0.889 2.259
H -1.807 0.960 3.654
H 0.221 -1.128 0.611
H 0.035 0.654 0.598
H 1.613 -2.242 2.153
H 3.136 -1.329 2.333
H 1.999 -1.422 3.681
H 2.750 1.235 3.033
H 1.362 2.043 2.084
F 3.632 -2.857 8.190
C 2.321 -2.494 8.310
F 1.574 -3.545 7.855
F 2.062 -2.378 9.653
C 2.009 -1.222 7.575
C 0.702 -0.987 7.141
C 0.408 0.203 6.513
C 1.398 1.210 6.299
C 0.982 2.412 5.679
C 1.679 3.638 5.548
C 2.890 3.999 6.212
C 3.525 5.195 5.931
C 2.945 6.103 5.046
C 3.653 7.395 4.760
F 3.159 8.035 3.660
F 3.545 8.271 5.810
F 4.991 7.204 4.541
C 1.708 5.838 4.458
C 1.093 4.629 4.705
C 2.729 0.896 6.699
C 3.014 -0.285 7.359
H -0.069 -1.734 7.302
H -0.614 0.401 6.179
H -0.038 2.407 5.283
H 3.328 3.355 6.971
H 4.476 5.432 6.403
H 1.239 6.571 3.811
H 0.128 4.412 4.245
H 3.554 1.569 6.476
H 4.025 -0.487 7.703
```

## Properties
Total energy (eV): -39451.7957
E_HOMO (eV): -11.7
HOMO-LUMO gap (Eh): 0.1870
Charge: +1
Energy above the lowest of the compared OMol25 structures with the same formula, charge and spin (kJ/mol): 92.94


Entry 3:
Formula: C36H51ClMgN3OP2
Source: the OMol25 dataset
Level of theory: ωB97M-V with the def2-TZVPD basis set

The geometry in XYZ format:
```
95
Properties=species:S:1:pos:R:3
C -1.248 -1.422 -1.676
C 0.775 -2.361 -0.912
C -1.357 -2.378 -2.685
C 0.586 -3.460 -1.789
C -0.457 -3.451 -2.698
H -2.167 -2.276 -3.405
H 1.324 -4.260 -1.748
H -0.584 -4.257 -3.422
N -0.221 -1.410 -0.807
P -2.628 0.167 0.183
P 2.644 -0.706 0.418
C -2.333 -0.335 -1.566
H -2.010 0.546 -2.141
H -3.273 -0.676 -2.022
C 0.940 1.974 1.872
O 1.140 2.934 2.469
C 2.002 -2.224 -0.184
H 2.578 -3.141 -0.035
C 3.720 0.027 -1.015
C 3.771 -1.144 1.892
C -3.407 1.908 0.220
C -3.836 -1.208 0.712
C 3.805 1.542 -0.762
H 4.350 1.776 0.159
H 4.338 2.011 -1.601
H 2.809 1.991 -0.690
C 5.123 -0.579 -1.105
H 5.750 -0.371 -0.231
H 5.086 -1.663 -1.276
H 5.633 -0.131 -1.971
C 3.036 -0.237 -2.362
H 3.600 0.292 -3.150
H 3.039 -1.306 -2.611
H 2.005 0.124 -2.386
C 4.531 0.135 2.287
H 3.859 0.995 2.406
H 5.029 -0.035 3.250
H 5.309 0.404 1.562
C 2.881 -1.579 3.068
H 2.079 -0.863 3.267
H 2.434 -2.564 2.896
H 3.504 -1.642 3.974
C 4.748 -2.286 1.594
H 5.489 -2.039 0.828
H 5.302 -2.500 2.521
H 4.236 -3.207 1.292
C -4.289 -0.911 2.150
H -4.839 -1.787 2.522
H -3.441 -0.732 2.823
H -4.976 -0.057 2.201
C -3.083 -2.550 0.686
H -2.974 -2.940 -0.333
H -2.088 -2.486 1.142
H -3.665 -3.287 1.260
C -5.065 -1.352 -0.197
H -5.706 -2.131 0.239
H -5.667 -0.441 -0.262
H -4.809 -1.669 -1.215
C -2.643 2.871 -0.703
H -2.653 2.550 -1.752
H -3.136 3.854 -0.653
H -1.602 3.001 -0.389
C -3.270 2.418 1.666
H -2.219 2.575 1.941
H -3.788 3.383 1.748
H -3.713 1.734 2.399
C -4.876 1.880 -0.204
H -5.010 1.435 -1.200
H -5.512 1.361 0.523
H -5.238 2.916 -0.258
Mg 0.074 0.145 0.628
N 0.296 1.488 -0.909
C 0.463 2.020 -1.943
C 0.603 2.728 -3.152
C 0.427 4.126 -3.147
C 0.910 2.054 -4.354
C 0.590 4.844 -4.331
H 0.171 4.628 -2.209
C 1.095 2.791 -5.524
H 0.997 0.963 -4.354
C 0.931 4.182 -5.517
H 0.453 5.924 -4.321
H 1.366 2.275 -6.444
H 1.068 4.750 -6.438
Cl -1.651 0.711 6.143
C -1.157 -0.367 4.911
C -1.074 -1.741 5.151
C -0.702 -2.567 4.091
C -0.406 -1.995 2.853
N -0.473 -0.668 2.628
C -0.828 0.153 3.651
H -1.285 -2.142 6.137
H -0.618 -3.648 4.190
H -0.072 -2.631 2.023
H -0.847 1.225 3.482
```

## Properties
Total energy (eV): -81219.6266
E_HOMO (eV): -8.4
HOMO-LUMO gap (Eh): 0.2030
Charge: +1
Energy above the lowest of the compared OMol25 structures with the same formula, charge and spin (kJ/mol): 0.00